1.
Below is a 7-piece molecular cluster, C9H26IN6O12S overall, with properties calculated with ωB97M-V with the def2-TZVPD basis set.

As for the LUMO energy: -3.16 eV. As for the highest occupied orbital energy: -12.52 eV. The molecular weight comes out at 569.3 Da. The calculation puts the frontier orbital gap at 0.34398 Ha. The spin multiplicity is 1. Its total charge is +1.

Atoms and positions in Å:
C (2.1084, 0.3955, -2.9218)
C (1.7839, 1.8837, -2.8928)
I (3.5347, 3.0884, -2.9137)
C (0.9867, 2.2683, -1.6506)
S (-0.7842, 1.8332, -1.8122)
H (2.4131, 0.0476, -1.9309)
H (1.2339, -0.1896, -3.2244)
H (2.9072, 0.1855, -3.6320)
H (1.2293, 2.1550, -3.7952)
H (1.3134, 1.7126, -0.7745)
H (0.9905, 3.3353, -1.4385)
H (-0.7656, 1.0493, -2.9097)
H (-0.9353, 0.8386, -0.9057)
C (1.3898, 1.3478, 2.2157)
N (0.5246, 0.2592, 1.6896)
O (0.2233, -0.6574, 2.4072)
O (0.1405, 0.3757, 0.5273)
H (1.6787, 1.1080, 3.2316)
H (2.2610, 1.3943, 1.5703)
H (0.7970, 2.2569, 2.1561)
C (-3.7596, 1.6390, 0.6028)
N (-3.5300, 0.1780, 0.4326)
O (-4.4660, -0.5639, 0.3119)
O (-2.3500, -0.1600, 0.3872)
H (-4.8121, 1.8771, 0.5084)
H (-3.3593, 1.9348, 1.5677)
H (-3.1717, 2.0729, -0.1984)
C (-1.1052, -3.2666, 1.0074)
N (-0.2256, -3.6836, -0.1185)
O (-0.5328, -4.6556, -0.7688)
O (0.7703, -3.0082, -0.3327)
H (-1.9296, -3.9671, 1.0618)
H (-0.4974, -3.2681, 1.9072)
H (-1.4365, -2.2532, 0.8031)
C (-1.4818, -2.9982, -3.4602)
N (-1.7172, -1.7211, -4.1919)
O (-1.2143, -0.6844, -3.7489)
O (-2.3723, -1.7604, -5.1933)
H (-0.9051, -2.7790, -2.5716)
H (-2.4575, -3.4170, -3.2325)
H (-0.9420, -3.6599, -4.1316)
C (3.8560, -2.4813, 0.4217)
N (4.3309, -1.3510, 1.2666)
O (3.4581, -0.7480, 1.8746)
O (5.5045, -1.0790, 1.2745)
H (2.7899, -2.5548, 0.5959)
H (4.0878, -2.2325, -0.6094)
H (4.3873, -3.3834, 0.7110)
C (-1.5819, 2.8080, 4.7779)
N (-1.2254, 3.9929, 3.9474)
O (-1.4264, 5.0891, 4.4034)
O (-0.7474, 3.7737, 2.8432)
H (-1.9897, 3.1654, 5.7154)
H (-2.3053, 2.2263, 4.2144)
H (-0.6734, 2.2315, 4.9262)



2.
Below is C9H26KNO7 as an isolated structure at a distorted geometry, with properties calculated with ωB97M-V with the def2-TZVPD basis set.

As for the LUMO energy: -0.93 eV. The energy above the lowest of the compared OMol25 structures with the same formula, charge and spin comes out at 59.1 kcal per mole. As for the highest occupied orbital energy: -7.67 eV. The molecular weight comes out at 299.4 Da. The calculation puts the frontier orbital gap at 0.24771 Ha. The spin multiplicity is 1.

Atoms and positions in Å:
K (-0.0055, 1.0520, 1.2400)
N (-3.2090, 0.3334, -0.8567)
O (-3.2708, 1.3537, -1.5686)
O (-4.0437, -0.5167, -0.9077)
O (-2.4121, 0.3579, 0.0320)
O (0.0837, 3.7780, 0.3333)
H (0.8354, 3.3568, -0.0836)
H (-0.5614, 3.8666, -0.3683)
C (-3.1037, -2.9867, 2.5333)
C (-3.0187, -1.6821, 3.3141)
C (-1.5745, -1.3140, 3.5634)
O (-3.7357, -0.7952, 2.5479)
H (-3.1048, -2.8027, 1.4589)
H (-3.9826, -3.5470, 2.8520)
H (-2.2684, -3.6388, 2.7884)
H (-3.4235, -1.7633, 4.3229)
H (-1.2568, -0.3431, 3.1833)
H (-0.8650, -2.0272, 3.1438)
H (-1.4337, -1.3997, 4.6409)
H (-3.3113, -0.5574, 1.7203)
C (-0.2503, -2.8795, -1.1585)
C (1.1017, -2.2739, -1.0376)
C (1.6090, -1.7600, -2.4070)
O (1.1183, -1.1020, -0.2422)
H (-0.9490, -2.2468, -1.7059)
H (-0.5468, -3.0147, -0.1184)
H (-0.0725, -3.8443, -1.6335)
H (1.8534, -2.9443, -0.6208)
H (1.7090, -2.5729, -3.1262)
H (2.4984, -1.1377, -2.3070)
H (0.9821, -0.9619, -2.8047)
H (1.4918, -1.3886, 0.5945)
C (2.4992, 2.7164, -2.7056)
C (2.8312, 2.5542, -1.2604)
C (3.1143, 3.9533, -0.6304)
O (1.9197, 1.9105, -0.5033)
H (2.7517, 1.9556, -3.4442)
H (3.0601, 3.5966, -3.0198)
H (1.4332, 2.8825, -2.8608)
H (3.7277, 1.9498, -1.1217)
H (3.2645, 3.8454, 0.4438)
H (2.2303, 4.5871, -0.7003)
H (3.9395, 4.3805, -1.2001)
H (2.3459, 1.0702, -0.3196)



3.
Below is a 7-piece molecular cluster, C9H26N6O15S overall at a distorted geometry, with properties calculated with ωB97M-V with the def2-TZVPD basis set.

As for the LUMO energy: -0.36 eV. The SMILES is CCOS(C)(=O)=O.C[N+](=O)[O-].C[N+](=O)[O-].C[N+](=O)[O-].C[N+](=O)[O-].C[N+](=O)[O-].C[N+](=O)[O-]. The energy above the lowest of the compared OMol25 structures with the same formula, charge and spin comes out at 1.9 kcal per mole. As for the highest occupied orbital energy: -10.33 eV. The molecular weight comes out at 490.4 Da. The calculation puts the frontier orbital gap at 0.36640 Ha. The spin multiplicity is 1.

Atoms and positions in Å:
C (4.1490, -0.7921, 2.6947)
N (3.0550, -1.2955, 1.7885)
O (3.2066, -1.1146, 0.5902)
O (2.0738, -1.7897, 2.3058)
H (3.6283, -0.5010, 3.6008)
H (4.6078, 0.0650, 2.2185)
H (4.8257, -1.6307, 2.8245)
C (-0.1978, -4.2179, -0.0944)
N (-1.2364, -5.0132, 0.6628)
O (-2.0083, -4.4155, 1.3648)
O (-1.2323, -6.2077, 0.4919)
H (-0.6438, -3.9733, -1.0511)
H (0.6247, -4.9262, -0.1150)
H (0.0715, -3.3383, 0.4802)
C (0.1644, -0.1549, -0.3227)
N (-1.2577, -0.5009, -0.1446)
O (-1.5501, -1.2326, 0.7816)
O (-2.0843, 0.0293, -0.8612)
H (0.5753, -1.1604, -0.4427)
H (0.4829, 0.3483, 0.5818)
H (0.2736, 0.3538, -1.2734)
C (0.7365, 3.5967, -0.5380)
N (-0.1029, 4.6869, -1.0888)
O (-0.9853, 4.3639, -1.8461)
O (0.2015, 5.8193, -0.8317)
H (0.8167, 3.6909, 0.5398)
H (1.6731, 3.7007, -1.0809)
H (0.3419, 2.6022, -0.6953)
C (-0.7717, -3.6108, -4.7704)
N (-0.3685, -2.4421, -3.9710)
O (-0.5251, -1.3516, -4.4598)
O (0.1223, -2.6098, -2.8808)
H (-1.0804, -4.4086, -4.1054)
H (0.0333, -3.9463, -5.4202)
H (-1.5652, -3.2559, -5.4222)
C (1.3253, 1.4974, -5.3140)
N (1.5047, 2.2697, -4.0415)
O (2.0850, 3.3379, -4.1056)
O (0.9620, 1.8097, -3.0634)
H (2.1239, 1.7214, -6.0108)
H (0.3835, 1.8882, -5.6919)
H (1.3086, 0.4666, -4.9793)
O (-2.5794, 4.0134, 2.6541)
S (-2.0107, 2.7040, 2.5250)
O (-0.8755, 2.4648, 1.6589)
O (-1.6326, 2.1709, 4.0040)
C (-0.7814, 1.0255, 4.1099)
C (-0.7543, 0.6449, 5.5810)
C (-3.3158, 1.5034, 2.0669)
H (0.2037, 1.3445, 3.7545)
H (-1.0830, 0.1748, 3.4928)
H (-0.5703, 1.5028, 6.2268)
H (0.0354, -0.0707, 5.8115)
H (-1.7132, 0.2069, 5.8572)
H (-4.1862, 1.7281, 2.6784)
H (-2.9848, 0.4868, 2.2532)
H (-3.4990, 1.7415, 1.0222)



4.
Below is C9H27ClIOP2Sm as an isolated structure at a distorted geometry, with properties calculated with ωB97M-V with the def2-TZVPD basis set.

The expectation value of S² is 8.768. As for the LUMO energy (spin up / spin down): -8.72 / -8.72 eV. As for the highest occupied orbital energy (spin up / spin down): -15.06 / -15.06 eV. The molecular weight comes out at 526.0 Da. The calculation puts the frontier orbital gap (spin up / spin down) at 0.23295 / 0.23296 Ha. The spin multiplicity is 6. Its total charge is +2.

Atoms and positions in Å:
C (-1.7415, 1.5299, 0.6264)
I (1.0499, 2.5094, 1.5320)
H (-1.2910, 1.6400, -0.3610)
H (-1.7784, 2.4042, 1.2830)
H (-2.8428, 1.5535, 0.3593)
Sm (1.9810, -1.7459, -0.0943)
P (0.2560, 3.1343, -0.7497)
C (-0.3645, 4.4814, 0.4040)
C (1.8439, 3.8093, -1.4179)
H (1.7404, 4.9001, -1.5044)
H (-0.5031, 4.6485, -2.4610)
H (2.0253, 3.3660, -2.4176)
H (-0.7630, 2.9541, -3.0134)
H (-0.2736, 4.2613, 1.5096)
H (2.7061, 3.5666, -0.7828)
C (-0.8410, 3.6419, -2.1562)
H (0.2668, 5.3439, 0.2073)
H (-1.8876, 3.6812, -1.8264)
H (-1.4265, 4.6659, 0.2467)
P (0.0741, -3.4261, -0.9365)
C (-0.2191, -4.2442, 0.7072)
C (-0.9707, -4.2796, -2.1785)
H (2.2265, -3.6131, -2.2175)
H (1.7926, -5.1236, -1.3086)
H (2.7213, -3.8730, -0.4710)
C (1.8637, -4.0128, -1.2434)
H (-1.0308, -3.6089, -3.0679)
H (-0.5288, -5.2460, -2.4623)
H (0.3729, -5.1781, 0.8061)
H (-1.3009, -4.4914, 0.7554)
H (-1.9982, -4.4077, -1.8049)
H (-0.0065, -3.5458, 1.5231)
Cl (1.3332, -0.3702, -2.0944)
C (-0.8490, -0.5652, 3.1274)
C (0.5650, -0.8198, 2.8208)
O (0.8532, -1.1915, 1.4683)
H (-1.2663, 0.2562, 2.5846)
H (-0.8879, -0.2997, 4.1704)
H (-1.4433, -1.4247, 2.9041)
H (1.1824, 0.0747, 2.9345)
H (1.0406, -1.5136, 3.4865)
H (-1.6803, 0.5585, 1.1129)



5.
Below is C9H27HfO12P2S as an isolated structure at a distorted geometry, with properties calculated with ωB97M-V with the def2-TZVPD basis set.

The expectation value of S² is 0.751. As for the LUMO energy (spin up / spin down): -7.98 / -8.58 eV. As for the highest occupied orbital energy (spin up / spin down): -15.16 / -16.55 eV. The molecular weight comes out at 599.8 Da. The calculation puts the frontier orbital gap (spin up / spin down) at 0.26381 / 0.29286 Ha. The spin multiplicity is 2. Its total charge is +2.

Atoms and positions in Å:
Hf (0.9586, 0.3517, -1.8849)
O (-0.5696, -0.3089, -0.3819)
H (-1.5438, -0.3610, -0.3289)
O (2.3782, -3.2957, 0.5904)
S (2.3663, -1.9088, 0.8757)
O (2.1587, -0.9548, -0.2109)
O (1.4630, -1.4102, 2.1304)
C (0.5762, -2.3987, 2.6498)
C (-0.7772, -2.6757, 1.9417)
C (4.0162, -1.6270, 1.6263)
H (0.3092, -2.1335, 3.6728)
H (1.0438, -3.3678, 2.8239)
H (-1.5429, -1.9098, 2.0655)
H (-1.2093, -3.6427, 2.1990)
H (-0.5791, -2.7412, 0.8719)
H (4.4653, -2.6150, 1.5252)
H (3.8061, -1.1254, 2.5710)
H (4.5812, -0.8689, 1.0840)
C (-4.1524, -2.2030, -3.2545)
O (-2.9624, -1.6908, -2.9449)
P (-2.4894, -0.2083, -3.3279)
O (-1.0676, 0.1080, -3.0447)
O (-3.7219, 0.6983, -2.7500)
C (-3.9582, 1.1135, -1.4209)
O (-2.7048, -0.1741, -4.9529)
C (-1.9647, -0.9922, -5.8651)
H (-4.8500, -1.3784, -3.4010)
H (-4.6122, -2.8236, -2.4854)
H (-4.0987, -2.8586, -4.1236)
H (-3.5778, 0.4432, -0.6500)
H (-5.0076, 1.1590, -1.1297)
H (-3.6539, 2.0881, -1.0393)
H (-1.1565, -1.4960, -5.3350)
H (-1.3844, -0.4081, -6.5793)
H (-2.6448, -1.6749, -6.3746)
C (3.5477, 1.4343, 3.5460)
O (3.1700, 1.1304, 2.2383)
P (1.9729, 2.0444, 1.5669)
O (1.7340, 1.6231, 0.1361)
O (0.7342, 1.7121, 2.5854)
C (-0.6291, 2.2819, 2.3637)
O (2.2789, 3.5647, 1.8533)
C (2.6822, 4.3556, 0.7320)
H (3.2686, 0.6324, 4.2295)
H (3.1639, 2.4180, 3.8167)
H (4.6101, 1.6338, 3.6860)
H (-1.2075, 1.4207, 2.0291)
H (-0.7220, 2.9449, 1.5036)
H (-1.2629, 2.6279, 3.1803)
H (3.4086, 3.7127, 0.2350)
H (3.4156, 5.0496, 1.1426)
H (1.9408, 4.7045, 0.0132)